Computed, not measured: a structure of composition C3H12N3S, with ωB97M-V with the def2-TZVPD basis set.

XYZ file:
```
19
Properties=species:S:1:pos:R:3:lowdin_charge:R:1
C 3.09 -0.24 0.22 -0.03
C -1.79 -1.21 -1.00 -0.16
C 1.71 0.21 0.33 -0.22
N -2.15 -0.20 1.46 -0.23
N 1.22 1.09 -0.41 0.10
N -1.27 1.35 -0.42 -0.31
S -2.47 0.34 -0.10 0.99
H 3.42 -1.14 0.57 0.05
H 3.65 0.54 0.69 0.10
H 3.34 -0.17 -0.87 0.11
H -1.58 -0.94 -1.97 0.02
H -2.72 -1.90 -0.90 0.09
H -1.06 -1.69 -0.43 0.02
H 1.08 -0.37 0.91 0.10
H -2.78 0.25 2.11 0.05
H -1.85 -1.22 1.60 0.10
H 1.72 1.66 -1.13 0.15
H -0.12 1.32 -0.22 0.01
H -1.44 2.34 -0.46 0.05
```

The calculation puts the electronic energy at -683.62768 Ha. As for the energy above the lowest of the compared OMol25 structures with the same formula, charge and spin: 87.23 kcal per mole. As for the total charge: +1. Its spin multiplicity is 1. The calculation puts the largest force on an atom at 5.7 eV/A. The value obtained for the HOMO energy is -13.7 eV. For the LUMO energy, the calculation gives -2.88 eV.


Computed, not measured: a cluster of 7 separate species, C33H84N4O11 in total, with ωB97M-V with the def2-TZVPD basis set.

XYZ file:
```
132
Properties=species:S:1:pos:R:3:lowdin_charge:R:1
C 1.26 -6.74 -3.74 -0.14
O 0.91 -5.42 -3.46 -0.18
C 1.32 -4.95 -2.21 -0.23
C 0.93 -3.46 -2.13 -0.19
N 1.60 -2.63 -3.13 -0.07
C 3.01 -2.30 -2.84 -0.17
C 3.03 -0.74 -2.84 -0.27
O 4.32 -0.26 -2.81 -0.19
C 4.32 1.17 -2.91 -0.10
H 2.37 -7.03 -3.66 0.11
H 0.98 -6.98 -4.74 0.07
H 0.88 -7.55 -3.10 0.09
H 2.42 -4.98 -2.15 0.12
H 0.86 -5.48 -1.38 0.13
H 1.20 -3.01 -1.18 0.11
H -0.15 -3.30 -2.27 0.10
H 1.51 -3.07 -4.04 0.10
H 3.70 -2.67 -3.61 0.11
H 3.38 -2.82 -1.88 0.12
H 2.41 -0.34 -1.97 0.12
H 2.52 -0.39 -3.76 0.12
H 4.81 1.64 -2.05 0.06
H 3.35 1.63 -3.15 0.08
H 4.97 1.45 -3.77 0.09
C 0.90 2.39 5.03 -0.09
O 0.69 0.98 5.09 -0.19
C 1.68 0.27 4.43 -0.28
C 1.49 -1.15 4.87 -0.18
N 2.28 -2.26 4.25 -0.04
C 3.72 -2.34 4.41 -0.22
C 4.24 -3.43 3.51 -0.21
O 3.97 -3.20 2.09 -0.21
C 4.58 -4.18 1.24 -0.11
H 1.74 2.66 5.72 0.10
H -0.02 2.84 5.50 0.10
H 1.02 2.73 4.01 0.07
H 2.75 0.57 4.72 0.14
H 1.65 0.41 3.39 0.08
H 0.38 -1.42 4.74 0.14
H 1.66 -1.12 5.90 0.10
H 2.14 -2.18 3.23 0.11
H 3.96 -2.58 5.45 0.13
H 4.30 -1.51 4.12 0.08
H 3.75 -4.41 3.79 0.14
H 5.25 -3.61 3.72 0.10
H 4.27 -5.23 1.40 0.08
H 5.69 -4.18 1.35 0.09
H 4.39 -3.94 0.14 0.08
C -4.44 -1.02 -0.68 -0.11
O -4.47 0.32 -0.26 -0.19
C -3.92 1.21 -1.17 -0.22
C -4.38 2.59 -0.68 -0.16
N -3.97 2.85 0.70 -0.05
C -4.71 3.92 1.42 -0.18
C -5.77 3.28 2.37 -0.24
O -5.21 2.29 3.18 -0.20
C -4.20 2.82 4.15 -0.02
H -4.87 -1.17 -1.71 0.11
H -5.10 -1.62 -0.04 0.10
H -3.45 -1.44 -0.61 0.05
H -4.33 0.96 -2.17 0.12
H -2.86 1.05 -1.34 0.09
H -5.44 2.66 -0.85 0.11
H -3.96 3.40 -1.29 0.12
H -4.17 2.04 1.27 0.09
H -5.36 4.57 0.75 0.13
H -4.12 4.68 1.95 0.09
H -6.53 2.82 1.79 0.11
H -6.15 4.08 3.05 0.13
H -4.71 3.47 4.81 0.07
H -3.32 3.21 3.64 0.08
H -3.95 1.97 4.76 0.08
C -0.24 2.53 -2.82 -0.07
O -1.36 1.80 -3.34 -0.21
C -1.01 1.13 -4.53 -0.23
C -2.25 0.36 -5.08 -0.21
N -2.70 -0.74 -4.25 -0.07
C -1.98 -1.96 -4.60 -0.21
C -2.57 -3.14 -3.86 -0.19
O -2.68 -2.91 -2.43 -0.24
C -3.17 -3.98 -1.67 -0.13
H 0.56 1.82 -2.73 0.06
H -0.61 3.02 -1.91 0.07
H 0.12 3.29 -3.58 0.11
H -0.29 0.29 -4.32 0.12
H -0.66 1.75 -5.35 0.12
H -2.01 0.03 -6.09 0.11
H -3.21 1.00 -5.07 0.14
H -2.83 -0.57 -3.29 0.07
H -0.95 -1.81 -4.32 0.09
H -2.16 -2.14 -5.72 0.15
H -1.94 -3.98 -4.06 0.11
H -3.60 -3.24 -4.26 0.13
H -4.17 -4.33 -1.94 0.09
H -3.30 -3.74 -0.59 0.09
H -2.44 -4.80 -1.76 0.09
C -0.17 5.36 2.37 -0.03
C -1.07 4.86 1.19 -0.49
C -0.77 5.23 -0.22 -0.07
O -1.16 3.44 1.31 -0.12
H -0.71 5.28 3.39 0.10
H 0.20 6.35 2.16 0.06
H 0.65 4.67 2.46 0.05
H -2.08 5.31 1.37 0.12
H -0.67 6.37 -0.32 0.11
H -1.69 5.01 -0.76 0.07
H 0.15 4.77 -0.59 0.08
H -2.07 3.16 0.97 0.07
C 4.98 2.31 1.05 -0.06
C 4.12 1.29 1.78 -0.46
C 3.59 0.27 0.78 -0.03
O 4.84 0.62 2.83 -0.09
H 5.65 1.83 0.31 0.08
H 5.61 2.96 1.66 0.08
H 4.32 2.85 0.43 0.06
H 3.34 1.83 2.33 0.12
H 3.65 -0.68 1.18 0.03
H 4.21 0.25 -0.15 0.08
H 2.47 0.41 0.54 0.10
H 5.04 -0.32 2.55 0.10
C -0.39 -0.94 0.09 -0.03
C -0.83 0.35 0.82 -0.48
C -1.58 0.11 2.11 -0.02
O 0.35 1.06 1.07 -0.08
H 0.41 -1.32 0.66 0.06
H -0.10 -0.80 -0.96 0.08
H -1.22 -1.67 0.09 0.08
H -1.43 1.04 0.15 0.12
H -1.96 1.12 2.45 0.09
H -0.90 -0.30 2.84 0.07
H -2.45 -0.53 2.04 0.07
H 0.13 1.97 1.23 0.04
```

As for the SMILES: COCCNCCOC.COCCNCCOC.COCCNCCOC.COCCNCCOC.CC(C)O.CC(C)O.CC(C)O. The calculation puts the electronic energy at -2354.10262 Ha. As for the energy above the lowest of the compared OMol25 structures with the same formula, charge and spin: 38.46 kcal per mole. As for the total charge: 0. Its spin multiplicity is 1. The calculation puts the largest force on an atom at 3.4 eV/A. The value obtained for the HOMO energy is -8.3 eV. For the LUMO energy, the calculation gives 0.71 eV.


Computed, not measured: the ion C8H16NO6 with charge +1, with ωB97M-V with the def2-TZVPD basis set.

XYZ file:
```
31
Properties=species:S:1:pos:R:3:lowdin_charge:R:1
C 1.63 2.02 0.13 -0.12
C 0.46 2.35 -0.29 0.13
C 2.30 0.69 0.45 -0.22
C -0.82 -0.02 -0.80 -0.20
C 1.35 -0.64 0.70 -0.43
C 0.39 -1.00 -0.56 -0.46
C -2.40 1.43 0.43 0.05
C -2.74 -1.19 0.29 0.05
N -1.78 0.00 0.32 -0.11
O 3.11 0.25 -0.64 -0.03
O -1.47 0.07 -1.93 0.14
O 0.61 -0.37 1.86 0.09
O 2.07 -1.77 0.91 0.09
O 1.03 -1.15 -1.76 0.08
O -0.20 -2.19 -0.15 0.02
H 2.42 2.79 0.13 0.12
H 0.27 3.32 -0.68 0.06
H 2.91 0.73 1.36 0.16
H -3.30 1.42 1.07 0.11
H -1.55 2.15 0.67 0.09
H -2.67 1.58 -0.63 0.10
H -3.33 -1.13 -0.63 0.11
H -2.04 -2.11 0.36 0.12
H -3.34 -1.12 1.23 0.12
H -1.19 -0.12 1.13 0.12
H 3.58 1.04 -0.97 0.13
H -0.93 -0.40 -2.61 0.16
H 0.35 -1.19 2.16 0.08
H 2.94 -1.71 0.49 0.14
H 1.96 -0.76 -1.68 0.14
H 0.37 -2.97 -0.35 0.17
```

The calculation puts the electronic energy at -820.20749 Ha. As for the energy above the lowest of the compared OMol25 structures with the same formula, charge and spin: 90.51 kcal per mole. As for the total charge: +1. Its spin multiplicity is 1. The calculation puts the largest force on an atom at 3.8 eV/A. The value obtained for the HOMO energy (spin up / spin down) is -12.7 / -12.1 eV. For the LUMO energy (spin up / spin down), the calculation gives -3.51 / -4.06 eV.


Computed, not measured: a structure of composition C34H33Br2N2O3PS6W, with ωB97M-V with the def2-TZVPD basis set.

XYZ file:
```
82
Properties=species:S:1:pos:R:3:lowdin_charge:R:1
W 1.07 -0.13 0.38 0.94
S 1.74 1.86 -0.62 0.69
C 3.13 2.44 0.32 -0.61
C 4.01 3.34 -0.26 -0.08
C 5.17 3.71 0.42 -0.04
C 5.45 3.20 1.68 -0.05
C 4.56 2.32 2.28 -0.07
C 3.41 1.95 1.59 -0.51
S 2.18 0.95 2.38 1.01
C 0.93 2.27 2.58 -0.32
C -0.39 1.58 2.69 -0.32
C -1.37 2.04 3.54 0.02
C -2.48 1.25 3.78 0.01
C -2.52 -0.01 3.21 0.00
C -1.52 -0.40 2.34 -0.33
C -1.53 -1.81 1.81 -0.37
S 0.18 -2.29 1.50 1.01
C 0.22 -3.37 0.09 -0.48
C 1.20 -4.35 0.20 -0.09
C 1.53 -5.15 -0.89 -0.04
C 0.87 -4.97 -2.10 -0.04
C -0.10 -3.99 -2.21 -0.10
C -0.44 -3.18 -1.13 -0.59
S -1.79 -2.08 -1.44 0.73
N -0.50 0.42 2.01 -0.06
H 3.81 3.73 -1.25 0.11
H 5.86 4.40 -0.05 0.12
H 6.35 3.49 2.20 0.12
H 4.75 1.92 3.27 0.12
H 0.98 2.93 1.72 0.08
H 1.15 2.83 3.49 0.11
H -1.24 2.99 4.05 0.14
H -3.26 1.58 4.46 0.13
H -3.30 -0.71 3.46 0.13
H -2.13 -1.88 0.91 0.01
H -1.95 -2.47 2.56 0.11
H 1.72 -4.48 1.14 0.12
H 2.29 -5.91 -0.78 0.13
H 1.11 -5.59 -2.95 0.13
H -0.61 -3.84 -3.16 0.11
Br 5.08 -2.82 1.72 0.87
C 4.39 -2.71 -0.01 -0.60
C 4.93 -3.50 -1.05 -0.14
C 4.44 -3.43 -2.32 -0.61
Br 5.20 -4.50 -3.67 0.86
C 3.36 -2.56 -2.63 -0.18
C 2.82 -2.34 -3.91 0.01
C 1.81 -1.42 -4.06 0.00
C 1.29 -0.78 -2.93 -0.15
N 1.73 -0.99 -1.70 -0.04
C 2.80 -1.82 -1.58 -0.16
C 3.34 -1.87 -0.29 -0.37
O 2.72 -1.11 0.62 -0.36
H 5.75 -4.17 -0.81 0.11
H 3.22 -2.86 -4.77 0.10
H 1.39 -1.19 -5.02 0.13
H 0.46 -0.08 -3.05 0.08
C -5.26 -1.33 1.00 -0.02
C -4.90 0.12 0.75 -0.39
C -5.90 0.84 -0.11 -0.05
O -3.52 0.07 0.17 -0.34
P -2.81 0.99 -0.87 0.00
S -3.51 1.16 -2.62 0.45
S -0.93 -0.19 -1.04 0.37
O -2.23 2.20 -0.07 -0.30
C -2.22 3.66 -0.39 -0.40
C -1.49 3.95 -1.69 -0.05
C -3.62 4.20 -0.33 -0.04
H -6.21 -1.37 1.55 0.10
H -4.51 -1.84 1.59 0.07
H -5.39 -1.86 0.06 0.10
H -4.76 0.65 1.69 0.13
H -6.05 0.34 -1.06 0.08
H -5.63 1.87 -0.29 0.06
H -6.85 0.84 0.43 0.10
H -1.63 4.04 0.45 0.14
H -2.08 3.67 -2.55 0.06
H -0.53 3.45 -1.72 0.05
H -1.31 5.03 -1.74 0.10
H -4.23 3.83 -1.16 0.07
H -3.59 5.29 -0.42 0.10
H -4.10 3.96 0.62 0.09
```

The calculation puts the electronic energy at -9595.94547 Ha. As for the energy above the lowest of the compared OMol25 structures with the same formula, charge and spin: 0.00 kcal per mole. As for the total charge: +2. Its spin multiplicity is 1. The calculation puts the largest force on an atom at 0.6 eV/A. The value obtained for the HOMO energy (spin up / spin down) is -12.8 / -12.8 eV. For the LUMO energy (spin up / spin down), the calculation gives -6.49 / -6.49 eV.